No. 1
This record from the OMol25 dataset describes a molecular structure, C20H30N3O5PZr in a non-equilibrium geometry. The level of theory is ωB97M-V/def2-TZVPD.

The geometry in XYZ format:
```
60
Properties=species:S:1:pos:R:3:forces:R:3
N -1.776 -1.573 -0.057 -2.5 -1.1 1.5
C -2.673 -1.819 0.661 2.4 1.7 -0.5
C -3.611 -1.873 1.705 -0.9 -0.5 0.3
H -3.095 -2.214 2.623 -0.2 0.2 -0.2
H -4.413 -2.581 1.445 0.0 0.2 0.2
H -4.018 -0.854 1.842 0.1 -0.3 0.0
N -0.573 -0.804 -3.196 -0.6 0.4 -2.3
C -0.791 -0.503 -4.295 0.4 0.5 1.4
C -1.005 0.043 -5.573 -0.3 0.1 -1.0
H -1.817 -0.530 -6.064 0.3 0.4 0.0
H -0.064 -0.060 -6.152 -0.4 0.1 0.1
H -1.283 1.111 -5.442 0.1 -0.4 -0.2
N 1.734 -1.304 -0.459 1.0 -0.5 0.6
C 2.831 -1.457 -0.125 -0.5 0.7 0.0
C 4.183 -1.544 0.266 0.8 -0.2 0.3
H 4.701 -0.642 -0.104 0.0 -0.2 0.2
H 4.640 -2.447 -0.169 0.0 0.2 0.1
H 4.227 -1.605 1.369 0.1 0.0 -0.3
Zr -0.150 -1.610 -1.334 -0.1 3.1 1.1
C 1.077 1.049 -1.886 2.0 3.3 -1.7
O 1.459 2.042 -2.323 -1.4 -3.4 1.6
C -1.336 0.912 -1.168 -2.3 1.7 -0.3
O -2.010 1.794 -1.433 1.9 -2.2 0.8
C -1.489 -3.754 -1.530 -0.6 -0.5 -1.2
C -0.568 -4.005 -0.513 -0.4 -0.9 1.1
C 0.786 -3.926 -0.763 0.8 -0.8 0.9
C 1.248 -3.582 -2.034 1.1 -0.6 -0.9
C 0.353 -3.305 -3.052 -0.4 -1.0 -0.6
C -1.044 -3.392 -2.805 0.3 -1.1 0.3
H -2.559 -3.886 -1.377 0.2 0.1 0.1
H -0.920 -4.328 0.482 0.2 0.3 -0.6
H 1.499 -4.202 0.034 -0.4 0.3 -0.4
H 2.322 -3.607 -2.270 -0.5 0.1 0.2
H 0.713 -3.130 -4.061 0.0 0.2 0.1
H -1.759 -3.271 -3.599 -0.1 0.2 -0.2
C -3.044 2.159 3.325 -0.2 -0.2 0.1
C -2.759 1.650 1.921 0.2 1.7 -0.2
O -1.611 0.825 1.818 2.3 -2.3 -0.7
P 0.291 0.888 2.269 -1.8 2.9 -0.2
O 0.051 2.275 2.990 0.8 -0.2 0.1
C 0.507 3.651 2.629 0.5 -0.5 -0.3
C -0.343 4.241 1.564 -0.9 0.1 -0.6
O 1.558 1.486 1.223 -1.3 -1.0 -0.7
C 2.869 1.366 1.802 0.5 -0.2 0.8
C 4.018 1.984 1.052 0.7 1.0 -0.7
H -3.381 1.352 3.982 0.2 0.0 0.0
H -3.875 2.869 3.291 0.1 0.1 -0.1
H -2.169 2.638 3.771 -0.3 -0.1 -0.1
H -3.674 1.172 1.505 0.6 -0.3 0.1
H -2.581 2.506 1.255 -0.3 0.1 0.1
H 0.389 4.221 3.508 0.0 0.3 1.3
H 1.570 3.653 2.352 -0.4 -0.3 0.1
H -1.408 4.247 1.813 0.2 0.0 0.2
H -0.075 5.274 1.345 0.2 0.0 0.2
H -0.238 3.703 0.637 0.1 -0.3 -0.6
H 2.820 1.831 2.785 0.2 -0.1 0.2
H 3.162 0.320 1.947 -0.5 -0.2 0.3
H 4.207 1.593 0.039 -0.3 -0.1 0.2
H 3.920 3.066 0.923 -0.2 -0.1 0.0
H 4.978 1.887 1.609 -0.8 -0.3 -0.1
```
Positions in Å, forces in eV/Å.

- highest occupied orbital energy (eV) = -19.4
- net charge = +4
- DFT total energy (eV) = -46459.57118
- gap between HOMO and LUMO (eV) = 4.36
- multiplicity = 1
- largest force on an atom (eV/Å) = 4.256
- lowest unoccupied orbital energy (eV) = -15.08

Need the Mulliken charges? In units of e they are: atom 1 (N): -0.459, atom 2 (C): 0.614, atom 3 (C): -0.875, atom 4 (H): 0.321, atom 5 (H): 0.425, atom 6 (H): 0.220, atom 7 (N): -0.531, atom 8 (C): 0.747, atom 9 (C): -1.020, atom 10 (H): 0.388, atom 11 (H): 0.352, atom 12 (H): 0.360, atom 13 (N): -0.418, atom 14 (C): 0.704, atom 15 (C): -1.296, atom 16 (H): 0.309, atom 17 (H): 0.461, atom 18 (H): 0.436, atom 19 (Zr): 2.046, atom 20 (C): 0.154, atom 21 (O): -0.124, atom 22 (C): 0.019, atom 23 (O): -0.117, atom 24 (C): -0.566, atom 25 (C): -0.217, atom 26 (C): -0.426, atom 27 (C): -0.339, atom 28 (C): -0.381, atom 29 (C): -0.305, atom 30 (H): 0.562, atom 31 (H): 0.544, atom 32 (H): 0.550, atom 33 (H): 0.547, atom 34 (H): 0.591, atom 35 (H): 0.583, atom 36 (C): -1.419, atom 37 (C): -0.096, atom 38 (O): -0.311, atom 39 (P): 0.080, atom 40 (O): -0.177, atom 41 (C): -0.030, atom 42 (C): -0.978, atom 43 (O): -0.144, atom 44 (C): -0.335, atom 45 (C): -1.505, atom 46 (H): 0.351, atom 47 (H): 0.428, atom 48 (H): 0.253, atom 49 (H): 0.493, atom 50 (H): 0.141, atom 51 (H): 0.384, atom 52 (H): 0.214, atom 53 (H): 0.260, atom 54 (H): 0.451, atom 55 (H): 0.124, atom 56 (H): 0.532, atom 57 (H): 0.410, atom 58 (H): 0.243, atom 59 (H): 0.353, atom 60 (H): 0.420



No. 2
This record from the OMol25 dataset describes a molecular structure, C19H26Hg2NO9 in a non-equilibrium geometry. The level of theory is ωB97M-V/def2-TZVPD.

The geometry in XYZ format:
```
57
Properties=species:S:1:pos:R:3:forces:R:3
Hg 1.642 2.244 3.466 -1.5 0.1 0.4
Hg 3.885 0.420 2.195 0.3 -0.9 -1.9
C 0.581 0.194 1.401 -1.8 -1.1 -1.5
O 1.740 0.738 1.992 1.3 1.1 0.5
H -0.366 0.688 1.648 0.4 0.2 0.7
H 0.581 0.282 0.302 0.7 0.1 0.3
H 0.453 -0.867 1.629 0.3 0.1 0.3
C -0.735 -2.107 -2.463 -0.5 0.1 0.4
C 0.098 -2.706 -1.533 0.9 -0.2 -0.5
C 1.341 -3.104 -1.984 1.5 0.6 -0.2
C 1.785 -2.834 -3.295 -1.5 -0.1 -0.3
C 0.927 -2.260 -4.254 0.0 -0.7 0.9
C -0.335 -1.927 -3.799 -0.2 0.5 0.1
N 3.105 -3.305 -3.712 0.2 0.2 -0.6
O 3.284 -3.348 -4.907 0.2 -0.1 -0.1
O 3.928 -3.575 -2.864 0.0 0.1 0.4
H -1.729 -1.776 -2.181 0.0 -0.1 0.0
H -0.067 -2.905 -0.484 -0.8 0.1 -0.1
H 2.094 -3.488 -1.306 -0.2 -0.4 0.0
H 1.149 -2.180 -5.308 0.4 0.1 0.1
H -1.047 -1.461 -4.468 0.0 -0.2 -0.1
O 0.041 1.459 4.687 0.5 0.4 0.4
C -1.054 0.875 4.806 -0.2 -0.5 0.3
O -1.842 0.679 3.809 0.1 0.5 -0.5
C -3.029 -0.104 4.215 -0.2 -0.7 0.1
C -3.057 0.027 5.717 0.8 -0.1 1.0
C -1.567 0.277 6.095 -0.7 0.8 -1.0
H -2.806 -1.126 3.907 0.0 0.0 0.0
H -3.901 0.226 3.658 0.1 0.5 0.1
H -3.402 -0.864 6.235 -0.3 0.0 -0.2
H -3.591 0.885 6.118 -0.4 0.0 -0.5
H -0.970 -0.604 6.327 0.0 0.0 0.2
H -1.532 1.056 6.853 0.5 -0.3 0.3
O 4.302 -0.010 0.023 -0.1 0.2 1.9
C 4.337 0.361 -1.160 0.6 -0.2 -1.0
O 5.396 0.043 -1.835 -0.2 -0.4 0.1
C 5.199 0.250 -3.245 -0.3 1.6 -1.8
C 3.716 0.606 -3.434 0.1 -0.4 -0.2
C 3.232 0.913 -2.014 -0.3 -0.7 -0.2
H 5.554 -0.516 -3.928 0.0 -0.8 0.9
H 5.762 1.130 -3.563 0.3 0.0 0.6
H 3.119 -0.219 -3.819 0.2 -0.1 -0.1
H 3.649 1.403 -4.168 -0.2 0.2 0.3
H 2.399 0.236 -1.798 -0.3 0.4 0.2
H 2.922 1.940 -1.839 0.3 0.1 0.3
O -5.383 2.091 1.902 -0.2 0.0 0.9
C -4.726 2.124 0.917 0.4 -0.2 -0.7
O -5.258 2.042 -0.307 -0.2 -0.3 -0.4
C -4.252 2.011 -1.304 1.0 1.5 -0.9
C -2.929 1.669 -0.587 -0.9 -0.5 -0.1
C -3.194 2.224 0.809 -1.0 0.3 -0.3
H -4.126 2.998 -1.773 -0.4 0.1 0.4
H -4.501 1.401 -2.170 -0.3 -0.6 0.5
H -2.106 2.166 -1.092 0.2 -0.4 0.0
H -2.895 0.576 -0.612 0.7 0.1 0.2
H -3.012 3.303 0.795 0.3 -0.1 0.3
H -2.811 1.749 1.705 0.5 0.0 -0.2
```
Positions in Å, forces in eV/Å.

- highest occupied orbital energy (eV) = -16.7
- net charge = +3
- DFT total energy (eV) = -48354.02241
- gap between HOMO and LUMO (eV) = 1.78
- multiplicity = 1
- largest force on an atom (eV/Å) = 2.601
- lowest unoccupied orbital energy (eV) = -14.89

Need the Mulliken charges? In units of e they are: atom 1 (Hg): 1.517, atom 2 (Hg): 1.513, atom 3 (C): 0.063, atom 4 (O): -0.749, atom 5 (H): -0.373, atom 6 (H): 0.217, atom 7 (H): 0.308, atom 8 (C): -0.488, atom 9 (C): -0.524, atom 10 (C): -0.398, atom 11 (C): 0.010, atom 12 (C): -0.271, atom 13 (C): -0.528, atom 14 (N): 1.062, atom 15 (O): -0.537, atom 16 (O): -0.580, atom 17 (H): 0.479, atom 18 (H): 0.562, atom 19 (H): 0.478, atom 20 (H): 0.551, atom 21 (H): 0.446, atom 22 (O): -0.821, atom 23 (C): 0.319, atom 24 (O): -0.238, atom 25 (C): -0.320, atom 26 (C): -0.711, atom 27 (C): -0.206, atom 28 (H): 0.282, atom 29 (H): 0.387, atom 30 (H): 0.344, atom 31 (H): 0.322, atom 32 (H): 0.329, atom 33 (H): 0.337, atom 34 (O): -0.782, atom 35 (C): 0.545, atom 36 (O): -0.260, atom 37 (C): -0.464, atom 38 (C): -0.348, atom 39 (C): 0.133, atom 40 (H): 0.400, atom 41 (H): 0.308, atom 42 (H): -0.091, atom 43 (H): 0.390, atom 44 (H): -0.146, atom 45 (H): 0.413, atom 46 (O): -0.500, atom 47 (C): 0.435, atom 48 (O): -0.314, atom 49 (C): -0.605, atom 50 (C): -0.319, atom 51 (C): 0.540, atom 52 (H): 0.272, atom 53 (H): 0.377, atom 54 (H): 0.393, atom 55 (H): 0.183, atom 56 (H): 0.320, atom 57 (H): -0.659



No. 3
This record from the OMol25 dataset describes a molecular structure, C32H31AuN7O4. The level of theory is ωB97M-V/def2-TZVPD.

The geometry in XYZ format:
```
75
Properties=species:S:1:pos:R:3:forces:R:3
Au 0.099 -1.476 -0.211 0.0 -0.1 0.1
O 4.273 -1.190 4.287 -0.1 0.0 0.1
C 4.801 -1.261 3.089 0.0 -0.1 0.0
O 5.987 -1.238 2.874 0.0 0.0 0.0
C 3.863 -1.386 1.923 -0.1 0.0 0.0
C 4.330 -1.504 0.632 0.0 0.0 0.0
N 3.267 -1.588 -0.177 0.0 0.0 0.0
N 2.123 -1.500 0.524 0.1 0.0 -0.1
C 2.458 -1.386 1.805 0.0 0.0 0.0
C 1.347 -1.225 2.835 0.0 0.0 0.1
O 1.699 -1.205 4.022 0.1 0.0 0.0
O 0.192 -1.116 2.364 0.0 0.0 -0.1
H 3.265 -1.223 4.259 0.0 0.0 0.0
H 5.344 -1.533 0.270 0.0 0.0 0.0
H 3.252 -1.557 -1.183 0.0 0.0 0.0
C -0.891 4.531 1.639 0.0 0.0 0.0
C -1.781 4.561 0.428 0.0 0.0 0.0
C -2.787 5.513 0.290 0.0 0.0 0.0
C -3.613 5.536 -0.823 0.0 0.0 0.0
C -3.439 4.609 -1.840 0.0 0.0 0.0
C -2.433 3.663 -1.734 0.0 0.0 0.0
C -1.625 3.636 -0.603 0.0 0.0 0.0
N -0.589 2.652 -0.505 0.0 0.0 0.0
C -0.786 1.321 -0.507 0.0 0.1 0.1
N -2.042 0.878 -0.308 0.0 0.0 0.0
C -2.571 -0.349 -0.771 0.1 0.0 0.0
C -1.787 -1.487 -0.905 0.0 0.0 0.0
C -2.343 -2.641 -1.447 0.0 0.0 0.0
C -3.679 -2.668 -1.807 0.0 0.0 0.0
C -4.467 -1.545 -1.608 0.0 0.0 0.0
C -3.935 -0.373 -1.095 0.0 0.0 0.0
C -4.805 0.838 -0.892 0.0 0.0 0.0
N 0.219 0.485 -0.680 -0.1 -0.1 0.0
C 1.534 0.970 -0.981 0.1 0.0 0.0
C 2.014 0.763 -2.271 0.0 0.0 0.0
C 3.314 1.115 -2.596 0.0 0.0 0.0
C 4.133 1.672 -1.622 0.0 0.0 0.0
C 3.645 1.879 -0.341 0.0 0.0 0.0
C 2.339 1.537 0.012 0.0 0.0 0.0
C 1.854 1.771 1.418 0.0 0.0 0.0
H -1.215 5.268 2.371 0.0 0.0 0.0
H 0.145 4.763 1.380 0.0 0.0 0.0
H -0.901 3.549 2.115 0.0 0.0 0.0
H -2.926 6.243 1.077 0.0 0.0 0.0
H -4.390 6.285 -0.900 0.0 0.0 0.0
H -4.069 4.631 -2.719 0.0 0.0 0.0
H -2.261 2.947 -2.529 0.0 0.0 0.0
H 0.368 2.967 -0.458 0.0 0.0 0.0
H -2.719 1.604 -0.127 0.0 0.0 0.0
H -1.746 -3.532 -1.582 0.0 0.0 0.0
H -4.107 -3.569 -2.225 0.0 0.0 0.0
H -5.518 -1.574 -1.864 0.0 0.0 0.0
H -5.839 0.603 -1.134 0.0 0.0 0.0
H -4.497 1.674 -1.525 0.0 0.0 0.0
H -4.792 1.183 0.146 0.0 0.0 0.0
H 1.352 0.328 -3.011 0.0 0.0 0.0
H 3.683 0.963 -3.602 0.0 0.0 0.0
H 5.151 1.947 -1.860 0.0 0.0 0.0
H 4.293 2.304 0.416 0.0 0.0 0.0
H 2.652 1.568 2.132 0.0 0.0 0.0
H 0.999 1.145 1.674 0.0 0.0 0.0
H 1.563 2.815 1.565 0.0 0.0 0.0
N 0.957 -4.020 -1.813 0.2 0.1 0.0
C 0.535 -4.408 -0.583 -0.1 0.0 0.0
C 0.619 -5.746 -0.178 0.0 0.0 0.0
C 0.131 -6.106 1.052 0.0 0.0 0.0
C -0.449 -5.145 1.883 0.0 0.1 0.0
C -0.485 -3.848 1.451 0.1 0.0 0.0
N 0.015 -3.485 0.244 0.0 0.1 -0.1
H 1.366 -4.693 -2.434 -0.1 0.0 0.0
H 0.773 -3.095 -2.161 -0.1 0.0 0.0
H 1.058 -6.473 -0.847 0.0 0.0 0.0
H 0.191 -7.137 1.372 0.0 0.0 0.0
H -0.850 -5.396 2.852 0.0 0.0 0.0
H -0.869 -3.040 2.056 0.0 0.0 0.0
```
Positions in Å, forces in eV/Å.

- highest occupied orbital energy (eV) = -11.6
- net charge = +1
- DFT total energy (eV) = -55997.04490
- gap between HOMO and LUMO (eV) = 8.44
- multiplicity = 1
- largest force on an atom (eV/Å) = 0.231
- lowest unoccupied orbital energy (eV) = -3.14

Need the Mulliken charges? In units of e they are: atom 1 (Au): 1.654, atom 2 (O): -0.550, atom 3 (C): 0.367, atom 4 (O): -0.609, atom 5 (C): 0.547, atom 6 (C): -0.481, atom 7 (N): -0.217, atom 8 (N): 0.072, atom 9 (C): -0.612, atom 10 (C): 0.849, atom 11 (O): -0.881, atom 12 (O): -0.578, atom 13 (H): 0.424, atom 14 (H): 0.550, atom 15 (H): 0.294, atom 16 (C): -1.124, atom 17 (C): 0.753, atom 18 (C): -0.803, atom 19 (C): -0.710, atom 20 (C): -0.647, atom 21 (C): 0.114, atom 22 (C): -0.700, atom 23 (N): 0.315, atom 24 (C): 0.876, atom 25 (N): 0.009, atom 26 (C): 0.036, atom 27 (C): 0.012, atom 28 (C): -1.004, atom 29 (C): -1.117, atom 30 (C): -0.854, atom 31 (C): 1.310, atom 32 (C): -1.500, atom 33 (N): 0.058, atom 34 (C): -0.513, atom 35 (C): -1.078, atom 36 (C): -0.766, atom 37 (C): -0.794, atom 38 (C): -0.928, atom 39 (C): 1.846, atom 40 (C): -1.745, atom 41 (H): 0.475, atom 42 (H): 0.272, atom 43 (H): 0.258, atom 44 (H): 0.412, atom 45 (H): 0.411, atom 46 (H): 0.464, atom 47 (H): 0.535, atom 48 (H): 0.357, atom 49 (H): 0.170, atom 50 (H): 0.398, atom 51 (H): 0.441, atom 52 (H): 0.383, atom 53 (H): 0.417, atom 54 (H): 0.275, atom 55 (H): 0.394, atom 56 (H): 0.528, atom 57 (H): 0.449, atom 58 (H): 0.462, atom 59 (H): 0.509, atom 60 (H): 0.522, atom 61 (H): 0.129, atom 62 (H): 0.325, atom 63 (N): -0.265, atom 64 (C): 1.096, atom 65 (C): -1.136, atom 66 (C): -0.216, atom 67 (C): -1.015, atom 68 (C): -0.349, atom 69 (N): 0.169, atom 70 (H): 0.245, atom 71 (H): 0.087, atom 72 (H): 0.432, atom 73 (H): 0.414, atom 74 (H): 0.468, atom 75 (H): 0.607